# C43H42CrF2I2N7OP2Se2

C43H42CrF2I2N7OP2Se2 as an isolated structure (the ωB97M-V functional and the def2-TZVPD basis, the Open Molecules 2025 dataset).

* energy above the lowest of the compared OMol25 structures with the same formula, charge and spin: 0.0 kcal/mol
* expectation value of S²: 0.761
* Kohn-Sham gap (spin up / spin down): 7.17 / 7.22 eV
* largest force on an atom: 1.48 eV/Å
* E_tot: -9447.5102 Ha
* HOMO (spin up / spin down): -7.54 / -7.54 eV

```
! wB97M-V def2-TZVPD RIJCOSX def2/J DEFGRID3
* xyz 0 2
Cr -0.039 -0.162 0.018
Se -7.050 1.401 -0.428
P -5.798 0.044 -1.431
C -5.730 0.393 -3.211
C -5.769 1.732 -3.607
C -5.835 2.058 -4.951
C -5.870 1.051 -5.911
C -5.845 -0.281 -5.523
C -5.783 -0.612 -4.173
C -6.358 -1.676 -1.295
C -7.614 -1.989 -1.814
C -8.122 -3.271 -1.679
C -7.386 -4.247 -1.013
C -6.149 -3.933 -0.472
C -5.634 -2.646 -0.604
C -4.113 0.028 -0.751
C -2.807 0.138 -1.186
N -2.027 0.068 -0.068
N -2.826 -0.073 0.993
N -4.073 -0.092 0.610
P -1.982 0.196 -2.766
Se 0.121 0.528 -2.471
C -2.629 1.558 -3.759
C -2.858 1.433 -5.124
C -3.113 2.568 -5.887
C -3.152 3.817 -5.287
C -2.973 3.934 -3.912
C -2.702 2.812 -3.149
C -2.301 -1.339 -3.652
C -3.228 -2.263 -3.192
C -3.487 -3.410 -3.930
C -2.829 -3.627 -5.132
C -1.876 -2.717 -5.581
C -1.598 -1.582 -4.835
H -5.784 2.507 -2.850
H -5.873 3.098 -5.252
H -5.931 1.308 -6.962
H -5.894 -1.067 -6.269
H -5.795 -1.652 -3.875
H -8.196 -1.221 -2.310
H -9.096 -3.512 -2.089
H -7.786 -5.248 -0.907
H -5.579 -4.687 0.059
H -4.679 -2.398 -0.155
H -2.838 0.463 -5.601
H -3.268 2.470 -6.955
H -3.318 4.702 -5.891
H -3.022 4.909 -3.439
H -2.523 2.901 -2.087
H -3.735 -2.104 -2.252
H -4.206 -4.134 -3.561
H -3.043 -4.517 -5.714
H -1.347 -2.897 -6.509
H -0.823 -0.893 -5.149
I 3.268 3.534 1.780
C 2.068 2.184 2.820
C 2.143 2.118 4.230
C 1.386 1.219 4.925
I 1.508 1.219 7.011
C 0.548 0.302 4.238
C -0.260 -0.695 4.835
C -0.982 -1.542 4.046
C -0.893 -1.437 2.648
N -0.176 -0.513 2.061
C 0.511 0.374 2.835
C 1.221 1.366 2.084
O 1.056 1.408 0.790
H 2.807 2.793 4.755
H -0.302 -0.779 5.915
H -1.625 -2.298 4.481
H -1.429 -2.130 2.011
C -0.574 6.209 -0.885
C -0.152 5.218 0.217
C -0.708 3.877 -0.034
N -1.151 2.844 -0.278
H -0.012 7.139 -0.787
H -1.639 6.436 -0.816
H -0.373 5.786 -1.871
H -0.484 5.555 1.197
H 0.933 5.123 0.252
F 0.412 -2.528 -1.567
C -0.236 -2.197 -0.378
F -1.553 -2.599 -0.593
H 0.177 -2.884 0.358
C 4.356 -2.876 1.731
C 4.050 -1.652 0.872
C 4.632 -1.845 -0.521
C 4.633 -0.401 1.530
N 2.574 -1.584 0.800
N 2.050 -0.715 -0.199
H 5.436 -2.988 1.866
H 3.958 -3.777 1.258
H 3.895 -2.773 2.720
H 5.691 -2.101 -0.434
H 4.562 -0.937 -1.126
H 4.125 -2.664 -1.044
H 5.728 -0.436 1.530
H 4.298 -0.324 2.570
H 4.333 0.514 1.004
H 2.208 -1.276 1.688
H 2.174 -1.172 -1.089
H 2.534 0.171 -0.236
*
```